No. 1
{"formula": "C26H29CoN8OSi", "method": "the ωB97M-V functional and the def2-TZVPD basis", "symbols": ["Co", "C", "Si", "C", "C", "N", "C", "C", "C", "C", "C", "C", "O", "C", "C", "C", "C", "C", "C", "H", "H", "H", "H", "H", "H", "H", "H", "H", "H", "H", "H", "H", "H", "H", "H", "H", "H", "N", "C", "N", "C", "N", "C", "C", "N", "C", "C", "N", "H", "H", "H", "H", "H", "N", "C", "C", "C", "C", "C", "N", "H", "H", "H", "H", "H", "H"], "xyz": [[-0.2632, 0.0473, 0.3174], [-2.8040, 2.2597, -0.4872], [-2.7995, 0.7952, -1.7344], [-4.5460, 0.0754, -1.9771], [-2.1606, 1.1133, -3.5126], [-1.6564, -0.2712, -0.8868], [-1.9532, -1.5545, -0.4412], [-3.3040, -2.0375, -0.1940], [-3.2392, -3.4749, 0.0400], [-1.4742, -4.5367, 0.7105], [-0.1951, -3.9068, 0.9948], [-0.1448, -2.6467, 0.2622], [1.0648, -1.9832, 0.0138], [2.1489, -2.2089, 0.8883], [2.0080, -2.1674, 2.2733], [3.1296, -2.3280, 3.0722], [4.3785, -2.5197, 2.5030], [4.5073, -2.5658, 1.1231], [3.3955, -2.4113, 0.3112], [-3.0746, 3.1949, -0.9607], [-1.8333, 2.3890, -0.0138], [-3.5347, 2.0704, 0.2934], [-5.0639, 0.6550, -2.7348], [-5.1526, 0.1261, -1.0795], [-4.5253, -0.9529, -2.3233], [-2.5448, 2.0649, -3.8631], [-2.5567, 0.3454, -4.1717], [-1.0831, 1.1236, -3.6308], [-4.1021, -1.4097, 0.1519], [-4.1671, -4.0250, -0.0896], [-1.5431, -5.6061, 0.8992], [0.4762, -4.2096, 1.7741], [1.0407, -2.0189, 2.7390], [3.0264, -2.3006, 4.1450], [5.2479, -2.6328, 3.1319], [5.4752, -2.7282, 0.6765], [3.4806, -2.4453, -0.7623], [-1.6441, 1.0367, 4.2681], [-0.9416, 1.4872, 3.2259], [-0.8468, 0.5270, 2.3233], [-1.5485, -0.5235, 2.8838], [-2.0268, -0.2193, 4.0639], [-1.7067, -1.7233, 2.0889], [-2.4567, -2.8199, 2.3251], [-2.6450, -3.8452, 1.3916], [-1.9699, -4.0070, -0.6498], [-1.1087, -2.7730, -0.9455], [-1.0515, -1.5594, 0.8520], [-1.9012, 1.5249, 5.1189], [-0.5309, 2.4734, 3.1442], [-2.9875, -2.9403, 3.2600], [-2.0839, -4.7064, -1.4696], [-0.6848, -2.7052, -1.9427], [2.2222, 1.0622, 1.4524], [1.8824, 1.8574, 0.3996], [2.6449, 3.0013, 0.1106], [2.3092, 3.7957, -0.9589], [1.1972, 3.4424, -1.7252], [0.4684, 2.3394, -1.3563], [0.7754, 1.5522, -0.3079], [3.1269, 1.2291, 1.8641], [1.9291, 0.0930, 1.4716], [3.4908, 3.2326, 0.7389], [2.8916, 4.6719, -1.2026], [0.8994, 4.0199, -2.5847], [-0.4036, 2.0509, -1.9141]], "forces_ev_per_angstrom": [[-0.33, 0.31, 0.80], [0.07, -0.65, -0.66], [-0.99, 1.17, -0.90], [0.76, 0.22, 0.40], [-0.03, -0.16, 0.95], [0.57, 0.25, -0.43], [0.04, -0.77, 0.33], [-0.15, 0.15, 0.11], [-0.41, -0.46, -0.05], [-0.24, -0.37, 0.13], [0.41, -0.18, 0.14], [-0.11, 0.27, -0.11], [0.22, -0.13, -0.15], [0.45, -0.14, 0.21], [-0.26, 0.11, -0.30], [0.14, 0.02, 0.01], [-0.02, 0.02, -0.01], [-0.06, 0.04, 0.07], [-0.40, 0.08, -0.03], [-0.08, 0.23, -0.18], [0.06, 0.05, 0.01], [-0.16, -0.12, 0.13], [0.05, 0.22, -0.20], [-0.10, -0.02, 0.18], [0.02, -0.18, -0.11], [-0.13, 0.25, -0.04], [-0.08, -0.15, -0.01], [0.18, -0.02, -0.01], [-0.21, 0.14, -0.01], [-0.05, 0.06, -0.14], [0.13, 0.04, -0.04], [0.21, -0.05, 0.08], [-0.08, 0.00, -0.01], [-0.04, 0.00, 0.13], [0.05, -0.04, 0.05], [0.09, -0.01, -0.07], [0.01, -0.01, -0.18], [0.43, 0.47, -0.48], [0.04, 0.09, 0.08], [0.04, -0.14, -0.35], [0.11, 0.91, 0.60], [-0.50, -1.09, 0.07], [-0.56, -0.74, 0.50], [0.43, 0.71, 0.37], [-0.15, -0.37, -0.27], [-0.16, -0.16, -0.03], [0.30, 0.15, -0.23], [-0.24, -0.72, -0.44], [0.05, -0.12, -0.13], [0.10, 0.21, 0.04], [0.01, 0.19, 0.20], [0.05, 0.01, -0.06], [0.05, 0.01, 0.00], [-0.13, -0.06, 0.10], [0.09, 0.31, -0.05], [-0.07, 0.01, -0.11], [-0.10, -0.29, 0.23], [-0.24, -0.22, 0.00], [0.12, 0.38, -0.40], [0.41, 0.23, 0.22], [-0.02, -0.12, 0.04], [0.33, 0.14, 0.07], [0.12, 0.00, 0.02], [0.05, 0.03, 0.01], [-0.05, 0.03, -0.06], [-0.06, 0.01, -0.06]], "homo_lumo_gap_ha": [0.280, 0.231], "multiplicity": 5, "total_charge": 2, "e_homo_ev": [-14.25, -14.39]}

---

No. 2
{"formula": "C13H16Cl2N2O7Ta", "method": "the ωB97M-V functional and the def2-TZVPD basis", "symbols": ["Ta", "C", "C", "C", "O", "C", "O", "O", "H", "H", "H", "H", "H", "H", "H", "C", "O", "C", "O", "N", "N", "H", "H", "H", "H", "H", "H", "Cl", "C", "C", "C", "Cl", "C", "O", "C", "C", "O", "C", "H", "H", "H"], "xyz": [[-0.0038, 0.2255, -0.1717], [1.7371, 1.2417, 3.5660], [0.5202, 0.4380, 3.1325], [-0.3686, 0.0445, 4.2927], [-0.2507, 1.1863, 2.0882], [0.9767, -0.7684, 2.3578], [1.0191, -1.8914, 2.6382], [1.2801, -0.2539, 1.0008], [1.4194, 2.1552, 4.0701], [2.3783, 1.4964, 2.7232], [2.3182, 0.6576, 4.2812], [-0.4927, 0.8903, 4.9689], [0.0974, -0.7646, 4.8537], [-1.3483, -0.2891, 3.9508], [-0.6540, 1.9542, 2.5216], [2.2380, 4.3461, -0.8029], [1.1477, 3.9666, -1.7383], [0.4716, 2.9101, -1.6510], [0.6312, 2.0005, -0.7331], [-0.4811, 2.6873, -2.5390], [-1.1902, 1.4768, -2.4538], [3.0582, 4.6608, -1.4371], [2.5107, 3.5007, -0.1820], [1.8649, 5.1809, -0.2198], [-0.6777, 3.3667, -3.2690], [-1.0451, 0.9648, -3.3244], [-2.1859, 1.6886, -2.3820], [-1.4410, -7.0467, -0.9527], [-1.2754, -5.3800, -0.6571], [-2.0355, -4.7749, 0.3480], [-1.9206, -3.4058, 0.6061], [-2.8496, -2.6215, 1.8162], [-1.0543, -2.6846, -0.1682], [-0.8912, -1.3337, -0.0174], [-0.2700, -3.2604, -1.1555], [0.6507, -2.4178, -1.8521], [0.8429, -1.1742, -1.6829], [-0.3681, -4.6314, -1.4001], [-2.7170, -5.3777, 0.9354], [1.2626, -2.8838, -2.6280], [0.2647, -5.1126, -2.1359]], "forces_ev_per_angstrom": [[1.63, -1.48, -0.06], [0.01, 0.09, -0.11], [0.17, 0.41, 0.19], [-0.23, 0.06, -0.07], [-0.18, -0.35, -0.54], [-0.47, 0.07, 0.44], [0.40, -0.21, -0.41], [0.50, -0.40, -0.64], [-0.02, -0.01, 0.00], [0.00, 0.00, 0.01], [-0.03, 0.00, 0.01], [-0.02, 0.01, -0.02], [0.04, 0.01, 0.00], [0.03, -0.08, 0.00], [-0.23, 0.00, -0.22], [0.06, 0.06, 0.05], [0.09, 0.13, 0.01], [0.00, -0.26, 0.18], [0.53, 0.57, -0.08], [-0.16, 0.04, -0.18], [0.01, -0.22, 0.32], [-0.02, -0.03, -0.07], [-0.04, -0.06, -0.04], [-0.09, 0.00, -0.02], [0.00, -0.03, -0.04], [-0.05, -0.10, 0.04], [-0.02, -0.03, -0.04], [-0.01, -0.02, 0.01], [0.08, 0.03, 0.03], [0.11, 0.04, -0.07], [-0.38, -0.07, 0.16], [0.06, -0.13, -0.06], [-0.27, 0.43, 0.22], [-1.98, 0.00, 1.04], [0.60, 0.47, -0.27], [0.00, -0.24, -0.13], [-0.17, 1.38, 0.47], [0.04, -0.20, -0.06], [-0.02, 0.03, 0.02], [0.06, 0.10, -0.03], [-0.06, 0.01, -0.05]], "homo_lumo_gap_ha": 0.205, "multiplicity": 1, "total_charge": 3, "e_homo_ev": -17.79}

---

The records above yield maximum force values of 0.035; 0.043 hartree/bohr, respectively.